C15H16ClIrN3O5S2 | ωB97M-V/def2-TZVPD

HOMO level   -3.85 eV
Relative energy (zero: lowest compared OMol25 entry of this formula, charge and spin)   3.145 eV

Geometry as ORCA input:
```
! wB97M-V def2-TZVPD RIJCOSX def2/J DEFGRID3
* xyz -1 1
Ir -0.41 -0.13 0.85
Cl 3.96 2.62 -3.97
S -0.28 -1.72 -1.08
S 0.73 -2.09 2.07
O -1.91 1.30 2.39
O -2.63 3.57 -0.08
O -2.40 -0.76 2.19
O -0.96 2.05 -0.20
O -3.85 0.60 2.98
N -3.13 1.43 -0.51
N -2.73 0.39 2.54
N -2.79 0.07 -0.43
C 0.57 -5.81 0.67
C -1.67 4.55 0.26
C 2.84 0.41 -0.84
C 0.84 -4.69 1.42
C 2.58 3.04 -1.68
C -0.01 -3.26 -0.33
C 3.26 2.12 -2.46
C -0.30 -4.41 -1.07
C 1.60 0.93 1.25
C -0.04 -5.66 -0.57
C 2.14 1.32 -0.02
C -2.14 2.32 -0.23
C 0.51 -3.41 0.97
C 2.04 2.65 -0.48
C 3.38 0.80 -2.05
H -0.74 -4.28 -2.05
H -2.84 -0.39 -1.34
H -1.08 4.21 1.11
H -0.31 -6.54 -1.14
H 2.94 -0.62 -0.53
H 2.16 0.17 1.77
H 2.49 4.07 -2.03
H 3.90 0.08 -2.67
H -3.34 -0.45 0.25
H -1.00 4.76 -0.58
H 0.82 -6.79 1.04
H -4.09 1.72 -0.36
H 1.30 -4.77 2.39
H -2.24 5.44 0.53
H 1.54 3.38 0.14
H 1.31 1.77 1.89
*
```

Atom charges from the Mulliken analysis, given in e for atoms 1 to 5:
1. Ir 0.985
2. Cl -0.272
3. S -0.530
4. S -0.407
5. O -0.620